Density functional theory data (the ωB97M-V functional and the def2-TZVPD basis) for 5 unconnected molecules or ions with the total composition C30H51N9O8P2.

ORCA input file:
```
! wB97M-V def2-TZVPD RIJCOSX def2/J DEFGRID3
* xyz 0 1
C 1.53 -4.06 -1.17
N 0.08 -4.12 -1.09
C -0.48 -4.45 0.21
P -0.92 -4.14 -2.40
O -2.35 -4.01 -2.05
N -0.34 -2.94 -3.38
C -1.04 -2.75 -4.63
C 0.14 -1.68 -2.82
N -0.64 -5.51 -3.30
C -1.30 -6.76 -2.92
C 0.54 -5.70 -4.10
H 1.99 -5.04 -1.00
H 1.88 -3.38 -0.39
H 1.85 -3.65 -2.12
H 0.18 -4.07 0.99
H -0.57 -5.54 0.35
H -1.48 -4.06 0.28
H -1.30 -3.71 -5.06
H -1.98 -2.20 -4.49
H -0.42 -2.21 -5.34
H -0.70 -1.00 -2.64
H 0.69 -1.85 -1.90
H 0.83 -1.21 -3.53
H -1.24 -7.46 -3.76
H -0.81 -7.23 -2.07
H -2.37 -6.60 -2.78
H 0.25 -6.21 -5.03
H 1.29 -6.29 -3.55
H 0.95 -4.74 -4.40
C 0.76 5.83 0.95
N 1.53 4.62 0.72
C 1.28 4.02 -0.58
P 3.05 4.63 1.42
O 2.96 4.86 2.87
N 3.61 3.13 1.00
C 5.04 2.85 1.14
C 2.82 2.05 1.58
N 3.97 5.73 0.60
C 4.17 7.05 1.15
C 4.53 5.46 -0.71
H 1.08 6.67 0.33
H 0.82 6.09 2.01
H -0.30 5.64 0.78
H 1.54 4.70 -1.40
H 0.21 3.80 -0.67
H 1.84 3.09 -0.68
H 5.65 3.64 0.73
H 5.34 2.81 2.20
H 5.29 1.91 0.65
H 3.19 1.09 1.22
H 2.85 2.05 2.67
H 1.79 2.04 1.22
H 4.22 7.77 0.33
H 3.37 7.34 1.82
H 5.16 7.16 1.62
H 5.46 4.89 -0.69
H 4.73 6.40 -1.23
H 3.86 4.90 -1.37
O -1.19 -1.97 1.55
N -1.04 -0.81 1.21
O -0.50 0.05 1.87
C -1.54 -0.45 -0.11
C -2.26 -1.37 -0.83
C -2.71 -1.04 -2.10
C -2.60 0.26 -2.56
C -1.83 1.18 -1.85
C -1.29 0.82 -0.62
H -2.39 -2.38 -0.46
H -3.26 -1.81 -2.62
H -3.08 0.51 -3.50
H -1.64 2.19 -2.18
H -0.72 1.51 -0.02
O 2.02 -2.06 6.32
N 2.56 -1.06 6.75
O 3.47 -1.05 7.55
C 2.10 0.23 6.22
C 2.47 1.38 6.89
C 2.04 2.59 6.38
C 1.35 2.67 5.17
C 1.12 1.50 4.46
C 1.44 0.27 5.01
H 3.00 1.33 7.83
H 2.17 3.50 6.95
H 1.11 3.62 4.73
H 0.70 1.45 3.46
H 1.27 -0.66 4.48
O -6.24 1.57 -0.52
N -6.54 0.81 -1.43
O -6.99 1.16 -2.50
C -6.31 -0.61 -1.21
C -6.16 -1.43 -2.32
C -5.84 -2.77 -2.14
C -5.61 -3.26 -0.86
C -5.79 -2.43 0.24
C -6.12 -1.10 0.07
H -6.36 -1.04 -3.31
H -5.74 -3.40 -3.01
H -5.19 -4.25 -0.71
H -5.59 -2.82 1.23
H -6.40 -0.45 0.90
*
```

Values from the calculation:
LUMO level ... -0.59 eV
E_tot ... -80300.543 eV


Density functional theory data (the ωB97M-V functional and the def2-TZVPD basis) for a molecular structure, C30H51NP2Ru.

ORCA input file:
```
! wB97M-V def2-TZVPD RIJCOSX def2/J DEFGRID3
* xyz 2 5
Ru 0.74 -0.14 1.92
C 1.10 -0.16 4.58
C 2.05 0.24 3.54
C 0.36 1.84 3.73
C 0.11 0.83 4.68
C 1.55 1.51 2.99
C 1.23 -1.36 5.44
H 1.93 -2.08 4.99
H 0.26 -1.86 5.57
H 1.61 -1.12 6.44
C -1.00 0.86 5.67
H -1.18 -0.13 6.10
H -1.93 1.19 5.19
H -0.80 1.55 6.49
C -0.39 3.11 3.61
H -0.17 3.78 4.46
H -1.47 2.94 3.60
H -0.11 3.64 2.69
C 2.39 2.52 2.29
H 2.80 3.25 3.01
H 1.79 3.08 1.56
H 3.23 2.06 1.76
C 3.47 -0.19 3.53
H 4.03 0.36 4.31
H 3.94 0.02 2.56
H 3.57 -1.26 3.73
C -0.14 -2.02 1.23
C 1.04 -2.26 1.97
C 2.33 -2.65 1.29
C 2.76 -1.64 0.21
C 2.26 -0.23 0.46
C 1.04 0.29 -0.11
C 0.08 -0.55 -0.90
C -0.25 -1.93 -0.26
H 2.22 -3.64 0.83
H 2.42 -1.98 -0.77
H 3.11 -2.73 2.06
H 0.37 -2.70 -0.73
H -1.06 -2.37 1.72
H 0.90 -2.65 2.98
H -1.29 -2.15 -0.53
H -0.85 0.02 -1.00
H 1.08 1.34 -0.40
H 0.44 -0.70 -1.93
H 3.86 -1.60 0.19
H 3.07 0.51 0.56
P -0.51 -0.69 -4.83
P -0.23 1.95 -6.25
C -0.57 -0.78 -6.71
C -0.92 0.57 -7.32
H -1.31 -1.54 -6.99
H 0.42 -1.12 -7.06
H -0.50 0.69 -8.33
H -2.01 0.72 -7.37
C -1.02 3.31 -7.21
H -0.60 4.27 -6.88
H -2.10 3.32 -7.01
H -0.85 3.18 -8.29
C 1.40 2.04 -7.12
H 1.25 2.02 -8.20
H 2.04 1.19 -6.82
H 1.90 2.97 -6.82
C -2.01 -1.73 -4.55
H -2.09 -1.96 -3.49
H -1.94 -2.65 -5.15
H -2.89 -1.16 -4.87
C 0.82 -1.94 -4.59
H 1.78 -1.49 -4.90
H 0.62 -2.83 -5.19
H 0.89 -2.20 -3.52
C -2.33 1.83 0.92
C -2.80 0.79 1.85
C -4.17 0.58 2.23
C -4.16 -0.50 3.11
C -2.80 -0.93 3.23
C -2.36 -2.06 4.03
N -2.00 -0.12 2.46
H -1.85 1.39 0.03
H -1.62 2.50 1.42
H -3.20 2.42 0.58
H -5.00 1.19 1.88
H -4.99 -0.96 3.64
H -3.17 -2.35 4.71
H -2.13 -2.94 3.41
H -1.49 -1.81 4.64
*
```

Values from the calculation:
LUMO level (spin up / spin down) ... -4.98 / -8.66 eV
E_tot ... -54568.927 eV


Density functional theory data (the ωB97M-V functional and the def2-TZVPD basis) for 7 unconnected molecules or ions with the total composition C30H52B3NO21.

ORCA input file:
```
! wB97M-V def2-TZVPD RIJCOSX def2/J DEFGRID3
* xyz 0 1
C -2.83 0.22 1.96
C -2.26 -0.25 0.50
C -3.17 0.19 -0.79
C -3.61 1.77 -0.82
C -5.06 1.83 -1.66
B -2.55 2.77 -1.59
O -1.07 2.61 -1.62
B -0.55 3.93 -1.11
O -1.56 4.83 -0.47
B -2.62 5.12 -1.51
C -3.04 6.70 -1.73
N -1.89 7.33 -2.53
O -3.15 3.97 -2.27
H -1.95 0.75 2.55
H -3.13 -0.76 2.57
H -3.79 0.89 1.93
H -1.11 0.04 0.40
H -2.26 -1.45 0.51
H -2.49 0.02 -1.76
H -4.12 -0.50 -0.95
H -3.84 2.25 0.22
H -5.72 0.97 -1.16
H -5.51 2.90 -1.49
H -4.86 1.64 -2.80
H 0.59 4.24 -1.16
H -4.04 6.85 -2.32
H -3.05 7.23 -0.67
H -1.66 6.58 -3.24
H -1.08 7.41 -1.87
C -1.03 -3.79 6.00
C -2.50 -3.69 5.65
C -2.82 -4.10 4.25
O -4.02 -3.37 3.98
C -3.97 -2.26 4.77
O -4.73 -1.31 4.68
O -2.94 -2.33 5.67
H -0.82 -3.25 6.93
H -0.73 -4.83 6.12
H -0.41 -3.33 5.22
H -3.10 -4.24 6.38
H -2.99 -5.17 4.15
H -2.07 -3.79 3.51
C -3.17 -7.65 8.85
C -1.85 -7.14 9.40
C -1.99 -5.99 10.35
O -0.73 -5.34 10.23
C -0.28 -5.61 8.96
O 0.68 -5.07 8.44
O -1.06 -6.57 8.36
H -3.00 -8.30 7.99
H -3.71 -8.21 9.62
H -3.80 -6.83 8.51
H -1.28 -7.97 9.84
H -2.15 -6.32 11.38
H -2.77 -5.28 10.07
C 1.80 -2.21 -3.70
C 1.10 -1.97 -2.37
C 1.79 -0.99 -1.48
O 1.36 -1.39 -0.19
C 1.09 -2.73 -0.28
O 0.87 -3.45 0.68
O 1.11 -3.15 -1.58
H 1.40 -3.10 -4.19
H 1.67 -1.35 -4.36
H 2.87 -2.38 -3.56
H 0.05 -1.69 -2.54
H 1.50 0.04 -1.69
H 2.89 -1.07 -1.52
C 4.24 -8.17 -4.75
C 4.11 -6.70 -4.42
C 3.13 -6.42 -3.32
O 2.74 -5.08 -3.60
C 2.88 -4.92 -4.95
O 2.47 -3.96 -5.58
O 3.55 -5.98 -5.50
H 4.76 -8.30 -5.71
H 4.80 -8.70 -3.97
H 3.26 -8.65 -4.86
H 5.09 -6.27 -4.20
H 3.58 -6.48 -2.32
H 2.24 -7.05 -3.35
C 6.27 3.31 -0.79
C 5.31 2.42 -1.55
C 4.07 2.07 -0.79
O 3.69 0.84 -1.39
C 4.84 0.26 -1.85
O 4.92 -0.88 -2.27
O 5.88 1.14 -1.79
H 7.25 3.32 -1.28
H 5.89 4.33 -0.72
H 6.44 2.93 0.23
H 5.08 2.86 -2.52
H 3.28 2.81 -0.90
H 4.25 1.88 0.28
C -1.08 11.11 -5.75
C 0.26 10.41 -5.69
C 0.50 9.65 -4.43
O 1.92 9.63 -4.35
C 2.35 10.75 -5.01
O 3.50 11.15 -4.99
O 1.33 11.35 -5.68
H -1.10 11.84 -6.56
H -1.89 10.39 -5.89
H -1.27 11.67 -4.82
H 0.39 9.77 -6.58
H 0.10 8.63 -4.46
H 0.12 10.16 -3.53
*
```

Values from the calculation:
LUMO level ... 0.00 eV
E_tot ... -78473.878 eV


Question: Look up the E_tot of the third one.
Answer: -78473.878 eV